1.
A structure of composition C46H66CrN6O5PS2. Source: OMol25; level of theory: ωB97M-V/def2-TZVPD.

Atoms and positions in Å:
Cr (0.03726, -0.15639, 0.23548)
O (-1.99080, -0.23560, 0.09541)
S (-3.35215, -0.25149, -0.54966)
C (-4.48591, 0.11334, 0.89045)
C (-3.69434, 0.66255, 2.06715)
C (-3.15081, -0.45644, 2.95599)
C (-2.28835, 0.05866, 4.09265)
S (-0.52235, 0.41185, 3.56819)
O (-0.30934, -0.37213, 2.29230)
C (0.15123, -0.65229, 4.86745)
C (0.24840, -2.00826, 4.62175)
C (0.65421, -2.86640, 5.62888)
C (0.93956, -2.36322, 6.88811)
C (0.84334, -1.00145, 7.12607)
C (0.45056, -0.13568, 6.11687)
C (-3.61264, 1.35643, -1.34373)
C (-2.74759, 2.41895, -1.16426)
C (-3.02132, 3.62873, -1.78528)
C (-4.14688, 3.76027, -2.58394)
C (-5.01551, 2.69044, -2.75194)
C (-4.74801, 1.48053, -2.13389)
H (-4.97096, -0.82785, 1.14273)
H (-5.23844, 0.81170, 0.53194)
H (-4.34485, 1.30545, 2.65896)
H (-2.85647, 1.26847, 1.70753)
H (-2.55964, -1.14764, 2.34755)
H (-3.98658, -1.01431, 3.38432)
H (-2.26273, -0.66055, 4.90789)
H (-2.65110, 1.00909, 4.48019)
H (-0.01758, -2.34659, 3.63241)
H (0.71565, -3.93047, 5.45497)
H (1.22031, -3.03393, 7.68487)
H (1.05946, -0.61087, 8.10691)
H (0.35139, 0.91919, 6.31511)
H (-1.85984, 2.29759, -0.55657)
H (-2.35733, 4.47203, -1.65593)
H (-4.34607, 4.69908, -3.07559)
H (-5.90097, 2.80088, -3.35795)
H (-5.40836, 0.63389, -2.25929)
O (-0.02049, -0.03519, -1.87285)
P (-0.04171, -0.21523, -3.37248)
N (1.25521, 0.59732, -4.00686)
C (2.54139, 0.40683, -3.31611)
C (3.59166, 0.73782, -4.37181)
C (2.92181, 0.27835, -5.66370)
C (1.49836, 0.77992, -5.44362)
N (-0.04680, -1.86759, -3.65573)
C (0.22012, -2.80208, -2.57023)
C (0.33658, -4.15513, -3.26302)
C (1.00640, -3.78585, -4.58403)
C (0.30525, -2.47584, -4.94461)
N (-1.40539, 0.38026, -4.08841)
C (-2.53791, -0.46191, -4.45579)
C (-2.97269, 0.10367, -5.80212)
C (-2.81975, 1.60662, -5.57172)
C (-1.58016, 1.71592, -4.67210)
H (2.64501, -0.63177, -2.97533)
H (2.59909, 1.05741, -2.44097)
H (4.54436, 0.25192, -4.18308)
H (3.74986, 1.81475, -4.40865)
H (2.95267, -0.80941, -5.75003)
H (3.36850, 0.70761, -6.55554)
H (0.74659, 0.26543, -6.04164)
H (1.46004, 1.85097, -5.67028)
H (-0.58945, -2.75442, -1.83459)
H (1.16810, -2.54321, -2.07607)
H (-0.65231, -4.56843, -3.45359)
H (0.91016, -4.87711, -2.68644)
H (0.86808, -4.54131, -5.35234)
H (2.07755, -3.63154, -4.43965)
H (-0.60431, -2.68191, -5.52068)
H (0.94215, -1.81960, -5.53423)
H (-3.34525, -0.35379, -3.72075)
H (-2.23906, -1.50663, -4.49222)
H (-3.98399, -0.18301, -6.08255)
H (-2.28506, -0.23099, -6.57949)
H (-3.69827, 2.00059, -5.05902)
H (-2.69056, 2.15869, -6.49870)
H (-1.72769, 2.46233, -3.88979)
H (-0.70137, 2.00646, -5.24553)
C (2.96950, 1.48709, 4.18519)
O (1.78742, 1.84095, 3.48954)
C (1.06068, 2.91361, 3.92023)
C (1.19500, 3.49359, 5.17714)
C (0.32921, 4.48782, 5.60026)
C (-0.70051, 4.91045, 4.77467)
C (-0.82958, 4.36506, 3.51267)
C (0.05654, 3.38890, 3.05197)
N (-0.17119, 2.88545, 1.76319)
C (0.62007, 2.20173, 0.91836)
C (2.03262, 2.16835, 0.89784)
C (2.83988, 3.25713, 1.28292)
C (4.19288, 3.23487, 1.05905)
C (4.78554, 2.11994, 0.45790)
C (4.03385, 1.02253, 0.10404)
C (2.64524, 0.99711, 0.34029)
O (1.92915, -0.06415, 0.13960)
H (3.54514, 0.88382, 3.48713)
H (2.74662, 0.90027, 5.08076)
H (3.56063, 2.36093, 4.46052)
H (1.97624, 3.15347, 5.83762)
H (0.45818, 4.92020, 6.57902)
H (-1.38623, 5.66988, 5.10903)
H (-1.62323, 4.70202, 2.86224)
H (-1.08692, 3.15363, 1.41276)
H (0.12066, 1.76027, 0.04274)
H (2.36933, 4.13732, 1.69353)
H (4.80012, 4.08579, 1.32409)
H (5.84833, 2.11977, 0.27355)
H (4.49582, 0.16536, -0.36116)
N (1.74974, -5.21161, 1.91143)
C (0.55032, -5.20433, 1.03247)
C (-0.10850, -3.82116, 1.15205)
N (0.79123, -2.74189, 0.80585)
C (2.02659, -2.77407, 1.56431)
C (2.71658, -4.14489, 1.52305)
H (2.20982, -6.13088, 1.89464)
H (1.43450, -5.03026, 2.87356)
H (-0.14342, -5.98522, 1.34801)
H (0.86412, -5.40559, 0.00652)
H (-0.45569, -3.68493, 2.18093)
H (-0.98488, -3.77429, 0.50567)
H (0.99434, -2.75825, -0.18726)
H (1.82466, -2.49080, 2.59954)
H (2.69341, -2.02032, 1.14403)
H (3.56222, -4.15836, 2.21089)
H (3.08281, -4.36481, 0.51988)

Summary:
LUMO level (spin up / spin down) = -7.66 / -7.93 eV
relative energy (zero: lowest compared OMol25 entry of this formula, charge and spin) = 62.9 kJ/mol
HOMO energy (spin up / spin down) = -14.619 / -14.764 eV
HOMO-LUMO gap (spin up / spin down) = 6.963 / 6.838 eV
spin multiplicity = 5
total charge = +3

2.
A cluster of 13 separate species, C46H67F9N12O6S in total. Source: OMol25; level of theory: ωB97M-V/def2-TZVPD.

Atoms and positions in Å:
C (-1.81978, 0.42551, -3.06020)
C (-2.22212, -0.92113, -3.55427)
O (-2.09570, -1.85408, -2.51872)
C (-2.61669, -3.09049, -2.90676)
C (-2.65087, -4.06450, -1.73542)
O (-1.79628, -3.78965, -0.66558)
C (-0.46932, -4.21320, -0.88124)
C (0.48656, -3.15827, -0.27693)
O (-0.18652, -1.93159, -0.10092)
C (0.35699, -1.13720, 0.92978)
C (-0.01249, 0.27429, 0.59983)
C (1.17045, 1.18682, 0.33723)
C (2.17989, 0.56608, -0.61232)
C (1.99534, 1.01768, -2.05255)
C (2.97955, 2.12048, -2.45297)
C (3.54404, 1.99535, -3.84363)
F (4.89846, 2.13543, -3.77997)
F (3.34651, 0.81060, -4.38557)
C (3.15567, 3.13511, -4.81236)
F (4.06603, 3.18067, -5.76664)
F (3.19835, 4.29634, -4.19575)
S (1.48062, 2.96705, -5.68288)
F (2.03063, 1.79917, -6.52902)
F (1.95125, 3.99486, -6.75947)
F (0.94495, 4.17349, -4.82722)
F (0.96397, 1.99293, -4.58638)
F (0.11595, 2.86517, -6.40027)
O (-0.79557, 0.74126, 1.73118)
C (-1.30462, 1.96324, 1.56857)
O (-0.87132, 2.97096, 2.08840)
C (-2.53823, 1.97561, 0.72253)
O (-2.99289, 0.64605, 0.64791)
C (-4.07549, 0.28407, -0.10573)
C (-4.99479, 1.10432, -0.64553)
C (-6.00956, 0.58558, -1.36743)
C (-6.11280, -0.73586, -1.55011)
C (-5.19908, -1.54290, -0.99247)
C (-4.19697, -1.04188, -0.27546)
H (-0.78020, 0.62374, -3.24044)
H (-1.97024, 0.44449, -2.00097)
H (-2.38542, 1.19634, -3.54221)
H (-3.25932, -0.87072, -3.86262)
H (-1.65650, -1.23456, -4.42245)
H (-3.63905, -2.92862, -3.22548)
H (-2.03661, -3.46948, -3.73437)
H (-3.64624, -4.08649, -1.33821)
H (-2.44848, -5.05247, -2.11839)
H (-0.24474, -4.23769, -1.93172)
H (-0.29550, -5.16163, -0.42123)
H (0.84242, -3.46890, 0.68295)
H (1.30230, -3.03342, -0.96135)
H (1.41962, -1.27064, 1.03638)
H (-0.12196, -1.39656, 1.85698)
H (-0.68836, 0.22377, -0.22717)
H (0.81743, 2.09040, -0.12691)
H (1.59942, 1.45286, 1.28321)
H (2.15740, -0.50582, -0.59797)
H (3.16295, 0.83790, -0.28238)
H (2.01557, 0.16555, -2.70277)
H (0.99899, 1.40512, -2.10829)
H (2.51170, 3.07235, -2.32163)
H (3.79318, 2.11237, -1.76114)
H (-3.25344, 2.59319, 1.22920)
H (-2.33823, 2.42910, -0.23907)
H (-4.96524, 2.16213, -0.53479)
H (-6.72015, 1.24025, -1.79735)
H (-6.90843, -1.12470, -2.14354)
H (-5.27012, -2.59834, -1.12703)
H (-3.47062, -1.67528, 0.18338)
C (4.35758, -5.05123, -2.45414)
C (3.25692, -5.14232, -1.51683)
N (2.42316, -5.19736, -0.73167)
H (4.26627, -4.15162, -3.06240)
H (5.31371, -5.00677, -1.91727)
H (4.37903, -5.90798, -3.12530)
C (6.64653, 4.93858, -3.50827)
C (7.64273, 5.26282, -2.50405)
N (8.42209, 5.51921, -1.70400)
H (5.99701, 5.78932, -3.70475)
H (7.11662, 4.65034, -4.44631)
H (6.02423, 4.11064, -3.18142)
C (-1.89483, 4.05472, 5.22626)
C (-2.85455, 3.82336, 6.28879)
N (-3.61335, 3.64010, 7.12770)
H (-2.27678, 4.77206, 4.50340)
H (-0.96084, 4.44349, 5.62577)
H (-1.67308, 3.13221, 4.69416)
C (1.08118, -7.79702, 1.75619)
C (0.31964, -6.65895, 2.23661)
N (-0.27862, -5.76233, 2.62799)
H (2.04781, -7.48791, 1.36999)
H (1.25401, -8.51098, 2.55300)
H (0.55271, -8.31344, 0.95543)
C (7.71975, -2.00987, -1.74443)
C (7.45282, -3.41685, -1.52129)
N (7.23219, -4.52734, -1.34354)
H (8.72787, -1.75794, -1.42223)
H (7.62877, -1.75103, -2.79790)
H (7.02573, -1.39160, -1.17768)
C (-5.00026, 2.91174, -4.91700)
C (-5.83931, 3.03549, -3.74321)
N (-6.52082, 3.10148, -2.82523)
H (-5.43392, 3.44970, -5.75743)
H (-4.01629, 3.32258, -4.72153)
H (-4.88934, 1.86549, -5.19905)
C (3.56950, -10.13980, 4.58124)
C (3.64683, -8.85433, 3.91007)
N (3.70573, -7.83942, 3.38079)
H (2.76348, -10.74345, 4.16811)
H (4.50028, -10.69030, 4.46427)
H (3.38364, -10.00667, 5.64470)
C (7.36623, 1.64575, 1.86854)
C (6.89887, 0.28768, 1.65665)
N (6.52919, -0.78436, 1.48949)
H (7.17962, 1.96546, 2.89114)
H (8.43489, 1.72350, 1.68254)
H (6.85400, 2.33265, 1.20072)
C (-6.44701, 1.88189, 7.10222)
C (-7.39928, 1.66314, 8.17545)
N (-8.14512, 1.49693, 9.03030)
H (-6.83815, 2.58812, 6.37226)
H (-5.51103, 2.28328, 7.48290)
H (-6.22404, 0.95349, 6.57904)
C (-5.88172, 5.49177, 9.51970)
C (-5.42422, 6.55124, 10.40011)
N (-5.06108, 7.38845, 11.09364)
H (-6.38374, 5.90094, 8.64541)
H (-5.04915, 4.88180, 9.17173)
H (-6.58539, 4.83615, 10.02985)
C (-3.08787, -4.10891, 4.01366)
C (-3.83488, -2.96491, 4.50807)
N (-4.42313, -2.06118, 4.89755)
H (-2.11701, -3.80885, 3.62626)
H (-2.91965, -4.83579, 4.80515)
H (-3.62452, -4.60654, 3.20918)
C (1.62637, 7.29824, -4.11088)
C (0.76792, 7.36936, -2.94511)
N (0.08823, 7.42522, -2.02425)
H (1.42995, 8.11954, -4.79707)
H (2.67312, 7.35000, -3.81776)
H (1.47651, 6.36754, -4.64828)

Summary:
LUMO level = -0.25 eV
HOMO energy = -8.485 eV
HOMO-LUMO gap = 8.233 eV

3.
A structure of composition C46H72As3GeN3P2STc. Source: OMol25; level of theory: ωB97M-V/def2-TZVPD.

Atoms and positions in Å:
Tc (-0.81398, -0.29844, 0.12887)
C (2.14619, -3.52637, 0.73688)
As (0.77849, -2.26203, 1.39960)
C (1.64422, -1.95668, 3.14328)
C (-0.63527, -3.45085, 2.17460)
C (-1.54601, -4.37866, 1.34889)
C (-0.68832, -5.36442, 0.56196)
C (-2.48504, -3.60647, 0.42346)
As (-1.79033, -2.32982, -0.91210)
C (-0.90500, -3.46445, -2.23835)
C (-3.48215, -2.10629, -1.85062)
C (-2.39933, -5.15128, 2.37915)
As (-3.95510, -6.39691, 1.98681)
C (-3.61998, -7.25596, 0.23903)
C (-5.40686, -5.16512, 1.44558)
H (2.10696, -4.43832, 1.33198)
H (3.12977, -3.07029, 0.85920)
H (2.01959, -3.77691, -0.31507)
H (1.60878, -2.87489, 3.73085)
H (1.15068, -1.16739, 3.70625)
H (2.69009, -1.67947, 3.01607)
H (-1.26737, -2.76122, 2.75363)
H (-0.10667, -4.07833, 2.90084)
H (-0.06276, -4.83057, -0.15226)
H (-1.31300, -6.07192, 0.02366)
H (-0.04502, -5.92847, 1.23582)
H (-3.16945, -3.01031, 1.04313)
H (-3.09179, -4.32867, -0.13311)
H (-1.30787, -4.47901, -2.19234)
H (0.17674, -3.49176, -2.10014)
H (-1.10885, -3.04624, -3.22371)
H (-3.76939, -3.02635, -2.36798)
H (-3.38312, -1.30273, -2.58019)
H (-4.26372, -1.83519, -1.14109)
H (-2.85053, -4.43918, 3.08067)
H (-1.72850, -5.78093, 2.97359)
H (-2.73310, -7.88397, 0.29035)
H (-3.52966, -6.55173, -0.58650)
H (-4.46970, -7.90645, 0.03613)
H (-5.48509, -4.34081, 2.15174)
H (-6.34343, -5.72026, 1.48671)
H (-5.29455, -4.77241, 0.43726)
C (6.36748, 3.86642, 2.95936)
S (6.64451, 2.07844, 2.98398)
C (4.93617, 1.43177, 2.92575)
C (4.22409, 1.79052, 1.62778)
C (3.04619, 0.84544, 1.36845)
N (2.05814, 1.42052, 0.44381)
P (1.97654, 0.54274, -1.12185)
C (3.77288, 0.57618, -1.47981)
C (4.47296, 1.78005, -1.41324)
C (5.82715, 1.81537, -1.68490)
C (6.49611, 0.64816, -2.01898)
C (5.81034, -0.55350, -2.07313)
C (4.45105, -0.59213, -1.80698)
C (1.40268, 1.87573, -2.25940)
C (2.18541, 2.36244, -3.30630)
C (1.67747, 3.28994, -4.20265)
C (0.36113, 3.71012, -4.10450)
C (-0.44168, 3.19280, -3.10039)
C (0.07183, 2.28634, -2.19295)
P (0.44315, 1.53131, 1.03376)
C (-0.01566, 3.27358, 0.76511)
C (-1.21743, 3.65562, 1.35512)
C (-1.65263, 4.96283, 1.25821)
C (-0.89516, 5.88906, 0.55666)
C (0.30384, 5.51098, -0.02480)
C (0.75296, 4.20508, 0.08443)
C (0.57801, 1.68872, 2.84657)
C (1.37142, 2.67846, 3.42333)
C (1.40980, 2.81776, 4.79633)
C (0.63700, 1.99642, 5.60374)
C (-0.19875, 1.05172, 5.02994)
C (-0.22537, 0.89468, 3.65421)
H (7.33211, 4.32546, 3.15057)
H (5.66757, 4.14384, 3.74106)
H (6.00368, 4.17347, 1.98361)
H (4.39833, 1.78806, 3.80483)
H (5.06908, 0.35261, 3.00654)
H (4.93520, 1.71490, 0.80609)
H (3.85264, 2.81463, 1.66439)
H (2.56539, 0.63248, 2.32788)
H (3.43668, -0.10380, 0.97757)
H (3.94372, 2.68556, -1.15091)
H (6.35661, 2.75422, -1.63212)
H (7.55168, 0.68051, -2.23392)
H (6.33186, -1.46357, -2.32476)
H (3.90827, -1.52763, -1.86272)
H (3.19853, 2.01735, -3.44505)
H (2.31493, 3.66911, -4.98922)
H (-0.04992, 4.41298, -4.81431)
H (-1.47562, 3.49036, -3.04018)
H (-0.59185, 1.86912, -1.43868)
H (-1.79902, 2.90802, 1.88433)
H (-2.58242, 5.25778, 1.71909)
H (-1.24167, 6.90598, 0.46037)
H (0.88958, 6.23573, -0.56795)
H (1.68991, 3.90598, -0.36076)
H (1.94527, 3.33713, 2.78778)
H (2.02946, 3.57803, 5.24558)
H (0.67634, 2.10511, 6.67609)
H (-0.83114, 0.44143, 5.65458)
H (-0.88394, 0.16890, 3.17940)
C (-1.86308, -1.01010, -5.93411)
N (-0.91602, -0.20362, -5.18990)
C (0.03960, 0.54491, -5.97868)
C (-0.76472, -0.35758, -3.91705)
N (-0.66394, -0.48306, -2.76994)
H (-2.42676, -0.36065, -6.60652)
H (-2.55889, -1.50309, -5.25632)
H (-1.33958, -1.76150, -6.53449)
H (-0.50644, 1.09803, -6.74321)
H (0.75930, -0.12167, -6.46285)
H (0.57459, 1.25459, -5.35264)
C (-4.97070, 2.19034, 1.75756)
Ge (-4.02701, 1.62728, 0.09773)
C (-5.39762, 0.70421, -1.01372)
C (-3.41367, 3.11629, -1.06480)
C (-2.60279, 0.31074, 0.60712)
H (-5.88191, 2.70313, 1.46189)
H (-4.39049, 2.85936, 2.38302)
H (-5.25348, 1.32167, 2.34583)
H (-6.20010, 1.42163, -1.16609)
H (-5.82384, -0.17689, -0.54551)
H (-4.99640, 0.43803, -1.98605)
H (-4.09387, 3.95405, -0.94221)
H (-3.47078, 2.78571, -2.09764)
H (-2.40936, 3.46036, -0.85510)
H (-3.07553, -0.30194, 1.39533)

Summary:
LUMO level (spin up / spin down) = -6.76 / -6.28 eV
relative energy (zero: lowest compared OMol25 entry of this formula, charge and spin) = 190.5 kJ/mol
HOMO energy (spin up / spin down) = -11.937 / -11.936 eV
HOMO-LUMO gap (spin up / spin down) = 5.176 / 5.661 eV
spin multiplicity = 2
total charge = +2